Entry 1:
Below is 17 unconnected molecules or ions with the total composition C21H41Cl33NO2, with properties calculated with wB97M-V/def2-TZVPD.

```
98
C21H41Cl33NO2 wB97M-V/def2-TZVPD
C 0.5714 2.4167 -4.4812
H -0.3282 0.0522 -1.1929
H 0.6181 1.5173 -0.8662
Cl -0.9488 8.4321 1.1270
Cl 4.3438 -1.3820 5.1123
Cl 4.2846 -7.1774 -5.7855
C 0.3108 3.5154 2.2296
C 3.4621 -5.6127 -5.7968
H -8.7305 -7.8017 0.8548
Cl 4.6039 -4.2613 -5.7157
H 2.5617 0.0763 1.4578
Cl -6.1651 9.8787 1.1234
Cl 1.9956 2.4033 -3.4426
H 2.8870 2.1941 0.7762
H -5.9599 2.8102 -1.0624
C 0.1057 7.4618 2.1746
Cl -1.3919 -3.5510 3.0508
Cl -7.2283 0.9507 -0.3848
Cl -4.4092 3.9956 0.8790
Cl 7.4935 -2.8878 -3.0639
H -3.0456 -4.9998 3.8594
C -2.7825 4.5343 0.3805
Cl -2.5497 -0.4484 -2.1997
C -4.6093 9.1701 0.6535
C -5.0202 -5.3141 0.9078
H -7.6024 -7.2157 2.1081
Cl -2.4805 4.0549 -1.3000
H 6.2247 -0.6956 3.8892
H -2.0382 4.0834 1.0341
H 1.4219 -4.1876 -0.8001
H -3.8259 9.8796 0.8941
H 5.9993 -0.3441 -1.7872
N 1.9759 2.1022 1.1996
Cl 3.6260 -4.7662 -0.2272
O -0.5171 2.7805 2.8266
H 0.8842 2.2348 -5.5030
C -3.6733 -1.6177 -1.5093
C -0.7743 0.9888 5.1498
C 5.4034 -0.1776 4.3697
Cl -8.4982 -5.4678 0.8296
H -5.9288 -4.9352 0.4613
H -1.4207 -5.7324 3.9057
Cl -5.1548 -5.1469 2.6636
C 1.6881 0.7197 1.5526
H 5.7659 0.4843 5.1470
H -4.6348 8.9711 -0.4109
H 0.6668 6.7677 1.5612
Cl -0.9700 -0.5948 4.3746
H -4.1548 -1.1554 -0.6555
Cl 0.7726 1.1106 6.0165
C 8.7871 -1.8315 -3.6497
H 1.9849 2.5780 3.2609
Cl 2.0040 -5.7492 -2.4721
Cl -6.3114 1.6521 -3.0803
O 0.0542 4.5211 1.5198
H 2.8171 -5.5586 -4.9286
H 9.5763 -1.8120 -2.9082
C 5.5095 -0.1002 -0.8508
H 9.1497 -2.2236 -4.5920
Cl 1.2304 8.4874 3.0896
H 1.4561 -0.0080 -1.2003
C -2.0001 -4.8361 4.0912
H -4.1576 -4.7530 0.5676
H -4.4021 -1.8991 -2.2595
H 2.8976 -5.5289 -6.7172
C 1.7740 3.0546 2.2978
C 2.3230 -4.4041 -1.3603
H -0.7890 1.7275 4.3477
Cl 0.4961 -1.6394 1.0295
H 5.0378 -1.4582 -3.9694
Cl -1.8692 -4.4376 5.8112
Cl -9.8427 -7.1537 2.8196
C -6.7908 2.2618 -1.4891
H 2.4408 3.9082 2.1781
Cl 8.2191 -0.1791 -3.9109
C 0.5741 0.4370 -0.7319
H 1.3729 0.6691 2.5976
Cl 4.3632 0.5675 -4.9449
Cl 4.5623 0.7887 3.1564
H 4.0606 -1.7099 -5.4378
C 0.5257 0.1551 0.7450
H 0.0776 3.3766 -4.3881
C 4.1637 -1.1348 -4.5253
Cl -4.2699 7.6632 1.4957
C -8.5533 -7.0510 1.6148
H -7.6526 2.9055 -1.6144
H 6.2361 -0.0210 -0.0507
Cl -2.8423 -3.0832 -0.9513
H -0.4093 0.5326 1.1549
H 2.6201 -3.5485 -1.9546
H -2.7348 5.6136 0.4449
H -0.5122 6.9115 2.8716
Cl 2.7251 -1.4024 -3.5367
Cl 4.3730 -1.3887 -0.4421
Cl 4.7071 1.4671 -1.0246
Cl -0.5613 1.1407 -4.0172
H -1.5759 1.1291 5.8653
Cl -4.8336 -7.0081 0.4217
```

Summary:
total charge = -1
Kohn-Sham gap = 6.84 eV
calculated total energy = -441270.982 eV
HOMO energy = -5.3 eV

---

Entry 2:
Below is a molecular structure, C21H41IrNO3PS3Si2Te at a distorted geometry, with properties calculated with wB97M-V/def2-TZVPD.

```
74
C21H41IrNO3PS3Si2Te wB97M-V/def2-TZVPD
H -4.3936 0.7405 -0.3720
P -1.7911 1.5200 -0.4353
C 2.7753 3.3158 -0.4722
H 5.4572 5.3566 -0.8305
H -3.5722 1.9097 3.8158
C 1.9582 4.1468 0.3249
C -4.5077 -0.3487 -2.2397
Si 2.0883 -3.0887 -2.6061
H -0.1299 -5.1689 1.4498
C 0.6064 -2.9861 -3.7424
C 2.4225 5.4287 0.6780
H 4.0123 6.8295 0.5494
H -1.4565 -1.1042 2.3491
H 1.7616 -2.9244 4.4573
H 3.7025 -4.0803 -4.2030
H -4.4965 0.5431 -2.8654
H -0.3135 -2.7769 -3.1916
C 4.0480 3.7670 -0.8843
O -2.8235 2.6965 -0.3393
Si 0.1733 -2.9648 2.5648
H 3.8056 -2.3207 -4.2251
H 0.5396 -4.1759 4.6922
H 2.1629 -0.6125 -2.2767
H -1.1923 1.7397 3.0393
H 0.7376 -2.2024 -4.4913
H -3.2777 4.6304 -0.7504
H -3.3797 4.3729 -3.2302
O -2.4823 0.2833 -1.0890
C 1.7139 0.9531 2.9880
H 1.7971 6.0681 1.2868
H 3.0339 -1.4030 -0.9646
H 1.8757 -4.4559 3.5758
O -1.6583 1.0997 1.1639
C 2.1529 -1.4746 -1.6056
C 3.6838 -3.1884 -3.5738
H -4.1444 1.5258 2.1910
H -3.9725 -1.1463 -2.7523
H 1.9720 -1.3471 1.8713
H 2.8110 -4.6457 -0.8033
H 4.5488 -3.2337 -2.9094
C 1.9237 -4.5365 -1.4311
S 2.0102 0.7634 4.5451
H -0.5458 -0.9768 3.8671
H -3.8848 -0.9564 -0.2576
C 1.3969 -2.1289 1.3838
C -2.7471 3.8357 -1.2670
C 4.4800 5.0119 -0.5221
H 2.0957 -2.8646 0.9808
S 2.2509 1.7705 -0.9865
C -1.0346 -1.6745 3.1835
S 0.3873 3.6646 0.8018
C -0.7550 -4.2904 1.6204
H -4.4103 3.1662 -2.4553
H -1.1115 -3.9379 0.6490
H 1.8045 -5.4653 -1.9927
H 0.4640 -3.9298 -4.2724
H -2.0931 2.9283 2.0688
H -3.2621 0.3073 3.1445
H -1.8645 -2.1506 3.7100
Te 0.4757 -1.2581 -0.3154
Ir 0.4035 1.3906 0.2292
C 3.6580 5.8482 0.2644
C -2.0277 1.8799 2.3539
H -1.6974 4.1169 -1.3641
H 1.0533 -4.4430 -0.7780
H 4.6718 3.1124 -1.4795
C 1.1834 -3.6992 3.9499
H -5.5435 -0.6604 -2.1040
C -3.3787 3.4899 -2.5908
H -2.8207 2.7052 -3.1051
C -3.3319 1.3659 2.9015
N 1.5187 1.0259 1.8293
C -3.8890 -0.0733 -0.8948
H -1.6288 -4.6152 2.1891
```

Summary:
total charge = +1
Kohn-Sham gap (spin up / spin down) = 7.30 / 5.42 eV
multiplicity = 2
calculated total energy = -97756.091 eV
energy relative to the best compared isomer or geometry (same formula, charge and spin) = 2.5 kcal per mole
HOMO energy (spin up / spin down) = -10.4 / -10.6 eV
expectation value of S² = 0.7658

---

Entry 3:
Below is 9 unconnected molecules or ions with the total composition C21H41N12O5 at a distorted geometry, with properties calculated with wB97M-V/def2-TZVPD.

```
79
C21H41N12O5 wB97M-V/def2-TZVPD
H 7.6941 -42.2234 -7.6364
C 2.0005 -43.1316 -9.7983
N 11.3396 -47.7346 -8.2680
N 0.0165 -42.6565 -10.6661
C 5.8387 -44.0389 -4.6752
C 5.5052 -47.9380 -6.1997
H 8.3244 -47.3406 -7.2360
C 8.4694 -42.6335 -9.5069
H -1.0796 -44.3271 -9.9754
H 5.9653 -41.3503 -10.5315
N 9.2855 -47.6579 -7.1922
O 6.6378 -47.4721 -6.1391
N 4.3935 -47.2074 -6.4578
H 2.0214 -46.6187 -10.7350
H 3.3713 -49.4619 -12.1646
C 5.0200 -44.8749 -8.7958
H 9.6812 -48.0197 -6.3472
C 3.7336 -42.0275 -12.7420
O 4.7432 -47.4337 -12.1399
H 3.4932 -47.6450 -6.3692
N 4.5608 -42.3226 -11.7080
H 11.8539 -47.5955 -9.1161
H 6.6269 -42.9659 -8.8873
N 2.8902 -48.6754 -11.7762
C 5.2666 -41.2154 -11.3381
H 3.4455 -40.3371 -8.9331
C -0.1134 -43.8479 -9.9912
C 6.0768 -42.8915 -3.9629
C 10.0264 -47.3135 -8.2945
H 1.4171 -45.1342 -9.0585
C 3.9028 -40.6948 -13.0579
C 1.1342 -44.2226 -9.5575
H 4.8604 -38.2633 -6.7429
H 4.9304 -44.4182 -5.1132
H 4.3370 -46.2569 -6.7848
H 9.7752 -41.4247 -8.3830
O 5.0604 -44.6093 -10.1146
H 3.0560 -43.1141 -9.5759
O 8.3129 -43.1413 -10.5948
C 5.4255 -39.7012 -8.3453
C 3.6275 -47.5082 -11.6639
H 4.3382 -49.6202 -6.1061
C 4.8781 -40.1882 -12.1742
H 9.0791 -44.0966 -4.6422
N 7.0372 -44.5962 -5.0123
N 3.3809 -40.9122 -5.8216
H 8.0235 -42.0383 -3.2574
N 5.2715 -49.2720 -5.9886
H 6.0418 -49.9029 -6.1031
C 8.0455 -43.8902 -4.4199
N 7.4833 -42.5303 -8.5655
N 2.9515 -46.4769 -11.0821
H 5.2876 -39.1907 -12.0993
H 4.2804 -37.8696 -8.3954
H 3.4530 -45.6249 -10.7909
H 1.6033 -41.2678 -10.9614
C 3.7491 -40.8152 -6.9050
C 5.0948 -38.2969 -7.8059
H 4.5447 -41.6660 -8.6149
H 3.1875 -42.8201 -13.2253
N 9.6685 -42.0423 -9.1664
C 7.4843 -42.8226 -3.7642
H 1.9832 -48.7468 -11.3578
H 5.9087 -39.5522 -9.3025
H 4.1988 -45.5831 -8.5434
H 7.1464 -45.4252 -5.5779
H 3.4137 -40.1957 -13.8796
H 11.6452 -48.3681 -7.5549
H 10.4807 -42.1894 -9.7323
H 6.1547 -40.1151 -7.6393
H -0.7027 -42.0536 -11.0185
C 4.2439 -40.6744 -8.2673
H 4.8394 -43.9439 -8.1782
O 9.5636 -46.6837 -9.2215
H 5.9710 -45.1910 -8.3102
H 5.3350 -42.2079 -3.5861
C 1.3118 -42.2020 -10.5105
H 4.6170 -43.2141 -11.1943
H 5.9827 -37.6749 -7.9424
```

Summary:
total charge = -1
Kohn-Sham gap = 6.46 eV
calculated total energy = -50564.247 eV
energy relative to the best compared isomer or geometry (same formula, charge and spin) = 0.0 kcal per mole
HOMO energy = -4.1 eV

---

Entry 4:
Below is 9 unconnected molecules or ions with the total composition C21H41N12O5 at a distorted geometry, with properties calculated with wB97M-V/def2-TZVPD.

```
79
C21H41N12O5 wB97M-V/def2-TZVPD
C -1.6125 2.3332 -4.5354
H 1.2252 -2.5670 -0.4625
H -1.8813 0.2903 4.0476
C 4.0295 1.0384 -2.3225
H 0.4624 -2.9821 2.0666
C 2.5690 -3.2616 4.7332
H -2.5464 1.5004 1.9034
H -4.4126 3.3901 4.7504
H 2.8397 -1.0165 4.9099
H 1.9096 1.4426 -1.8215
C -0.3731 0.5062 0.7911
H 4.4492 1.0584 -1.3276
H -1.7254 -0.0374 -2.1818
H -0.8054 -0.4937 0.7532
H -1.3201 2.7673 -5.4801
H 2.1394 -4.2039 -2.2550
H -2.7707 3.8628 -3.4987
H 4.2183 -1.9298 -0.0901
H 2.3127 -2.6237 -2.8380
H 5.7318 0.9421 -3.7317
H -2.9830 -0.1725 5.3759
H 1.3341 1.1034 -4.1205
C 2.6497 -3.2683 -2.0262
H 3.0480 -1.4899 1.0473
O -3.3531 -2.4097 4.4752
H 3.1523 -3.7184 5.5190
H 2.4589 -3.7062 0.0662
N -2.0275 -1.6603 2.8666
H 0.6225 0.3432 0.3784
H 3.1408 -0.7946 -0.6198
C 2.2669 -2.8601 -0.5937
C 1.5564 3.8743 -0.8825
O 1.3589 3.6369 0.3037
O -3.1579 -3.0747 -0.8546
H 3.4644 4.5473 -0.8032
C 2.3611 1.0324 -3.7939
C -2.3568 2.8660 -3.5370
H -2.7363 -1.3773 0.6313
C -1.4927 0.9564 -4.2358
H -4.9692 -2.2779 -2.3683
N 1.5663 -1.6673 3.3217
H -0.9142 1.1056 0.0589
H -4.2501 -0.4444 0.1744
C 1.7584 -3.8193 3.7141
H -4.3311 1.7337 1.8999
N -3.5215 -1.1318 0.0453
O -2.0836 2.8257 3.8368
H 3.6973 0.3718 -5.4615
C 4.6722 0.9738 -3.5251
H 0.7187 3.7302 -2.7117
C 4.1014 -3.3355 -2.2888
N -2.4647 -0.3760 4.5333
C 2.4442 -1.8830 4.4008
H -2.0129 -2.5790 2.4471
N 5.2487 -3.3811 -2.4045
H 2.6445 4.5761 -2.3665
H 1.7057 -4.8902 3.5842
C 3.1549 -1.7023 -0.0164
H -5.2770 -0.8076 -1.4107
H -0.1772 3.1083 -1.2873
C -3.2245 2.5780 3.3814
N -4.7627 -1.6561 -1.5997
H -1.4826 -0.8526 2.6007
H -2.7657 2.3152 -1.6226
N 2.6334 1.1984 -2.4823
N -4.3787 2.8272 3.9124
C -2.6554 -1.5480 4.0215
N -3.4031 1.8952 2.2645
N -2.3964 1.9869 -2.5034
H 1.2168 -0.7949 2.9517
N 2.6692 4.3309 -1.3871
H -1.0853 0.1794 -4.8656
C 3.5932 0.7344 -4.4495
N 0.6520 3.4668 -1.7390
C 1.2055 -2.9322 2.8487
O -0.3616 1.0047 2.0820
H -5.2666 2.5361 3.5291
C -3.7631 -1.9994 -0.8270
C -1.8814 0.7557 -2.8981
```

Summary:
total charge = -2
Kohn-Sham gap (spin up / spin down) = 2.07 / 6.02 eV
multiplicity = 2
calculated total energy = -50559.003 eV
HOMO energy (spin up / spin down) = 2.2 / -1.8 eV
expectation value of S² = 0.7505

---

Entry 5:
Below is 5 unconnected molecules or ions with the total composition C21H41N2O11, with properties calculated with wB97M-V/def2-TZVPD.

```
75
C21H41N2O11 wB97M-V/def2-TZVPD
H 0.9308 -0.9189 -7.8271
H -1.0463 1.3669 -7.3430
H -0.4679 -0.5353 -8.8263
C -5.0801 0.4205 -5.8739
C -5.1710 2.7984 -8.0818
H -6.1604 3.4780 -6.3251
H 0.7874 -1.6000 -4.0204
C 0.6427 -1.3516 -5.0711
O 2.2787 3.0848 2.4246
H 2.1477 -3.1905 10.7596
H 4.0464 3.3255 1.5194
O 1.0311 -3.8630 9.2376
H 2.2535 -0.4849 0.7946
C 2.0777 -1.8223 3.0993
C -5.1926 3.6116 -6.8064
H 1.6080 -3.4114 5.9875
H 0.1240 -1.0327 2.7412
H -1.1473 -1.2457 0.6313
H 1.4131 -2.8934 0.7102
O 0.1760 3.3210 3.0035
H 4.0183 2.5533 4.4824
H 2.6731 4.7220 4.5155
H 1.7324 -0.7672 10.3884
H 0.8793 0.6099 -8.7146
H -3.5092 0.1267 -7.2914
C 1.8499 -2.8291 9.7747
O -1.6501 -1.7111 -4.6227
H -4.5400 -0.0659 -5.0616
H 0.1756 -3.2977 1.8637
C 1.1013 -1.5185 9.9107
O 0.8443 -2.2535 -1.6628
H -4.4065 3.3546 -6.1012
H 0.5530 -2.2581 6.7784
C 0.8797 -4.0442 7.8925
H -5.0776 4.6586 -7.0735
H -0.8692 0.0404 -1.4426
H 0.2059 -1.6602 10.5173
H 4.2550 1.4534 3.1318
C -0.1238 -1.7810 -1.1459
H -1.9201 -1.1426 -1.8509
H -1.2720 -2.9256 0.1594
H 5.4596 2.7141 3.4688
H 3.7796 4.4753 2.8156
C 0.2795 -0.1097 -8.1562
H 1.8576 3.3706 5.3268
C -0.8341 -1.1409 -5.2824
O -5.5639 3.2482 -9.1245
H 0.3206 1.0235 -6.3021
H 0.7894 -1.1380 8.9389
H 0.9553 4.8284 4.8881
H 2.2374 -2.4405 7.2947
C 0.9711 -1.3385 2.1258
H -5.6963 1.2171 -5.4546
H 2.7626 -2.7139 9.1897
N -0.9476 -0.8603 -1.9081
O -1.2661 -0.3208 -6.2799
C 1.3308 3.5094 3.2728
O 1.8160 -1.7958 4.3242
O -4.7627 1.5190 -8.0393
H 0.9665 -2.1950 -5.6811
C 4.3928 2.4834 3.4612
H 0.8005 0.3457 0.9156
C -0.5699 -2.0915 0.2591
H 1.2555 -0.4834 -5.3059
C -0.3988 0.5668 -6.9828
C 3.6572 3.4271 2.5314
C 0.5434 -2.4914 1.2246
H -3.3980 1.6602 -6.4648
C 1.3566 -2.9727 6.9463
O 3.1413 -2.1847 2.5311
N 1.5047 -0.1885 1.4062
C 1.7480 4.1530 4.5770
O 0.3096 -5.0389 7.5368
C -4.1006 0.9484 -6.8984
H -5.7481 -0.3066 -6.3356
```

Summary:
total charge = -1
Kohn-Sham gap = 6.48 eV
calculated total energy = -47946.751 eV
HOMO energy = -4.5 eV

---

Entry 6:
Below is 5 unconnected molecules or ions with the total composition C21H42O21P4S at a distorted geometry, with properties calculated with wB97M-V/def2-TZVPD.

```
89
C21H42O21P4S wB97M-V/def2-TZVPD
C 5.8004 -1.0252 -3.9688
C -1.3380 -3.9169 -2.1280
O -2.5521 -0.7941 3.3346
H -6.8819 5.6867 3.8863
H 2.7286 3.8027 4.9688
H -5.8443 4.2559 -1.1792
O 1.0020 -2.9470 -5.7748
P 3.5351 1.9405 3.2505
C 4.2595 -0.9786 -4.2914
O -1.8965 -2.4107 1.7970
O -5.9918 3.7135 1.2287
P -2.1729 -0.7116 1.8556
H -3.8410 -2.8643 2.4245
C -2.9663 -3.3273 1.9648
H 1.5409 -2.0674 -1.6587
O 6.0887 -4.2111 -0.3789
O -7.3428 2.9612 -0.5160
H -9.8416 5.3482 -0.5823
C -6.7172 3.7096 -1.5438
H -3.5761 2.5697 2.3797
C 6.5947 -2.3637 -4.2892
H -9.5121 6.4268 0.7873
O 4.1787 -4.2158 -1.6854
H -6.3943 3.0143 -2.3219
C 3.4697 -2.2123 -4.8985
H 5.5743 4.3927 4.1832
H -3.6708 -0.3522 -1.0609
H 6.3296 -0.0948 -3.5514
H 1.6023 4.5558 3.8040
O -2.0934 -4.3269 -4.7076
O 2.1285 1.4290 2.3984
H -3.2368 -3.7391 0.9923
H -0.9383 -5.9776 -0.8414
H -9.9497 4.7285 1.0901
H -7.4336 4.4056 -1.9881
O 4.9262 2.4466 4.1305
H 1.1446 1.3736 0.6111
H 2.0368 -3.3501 -0.5323
C 5.8275 -3.6036 -4.8982
H -3.9896 -2.0601 -0.7009
H 3.3717 -1.9351 2.0642
C -1.2188 -5.0113 -1.3971
C -3.3521 -1.2057 -0.4599
P 4.8005 -3.1433 -0.7903
O 0.3753 -3.7020 -4.8635
H 3.2193 5.2443 4.0477
H 3.7258 -4.4510 -5.6863
H 4.7241 -1.2834 1.1086
H 6.6207 -6.0889 0.2160
C -9.4124 5.4026 0.4194
C 4.2734 -3.5347 -5.2221
O 3.5338 -2.0541 -1.2121
O 4.1877 -3.2659 0.7391
H 3.6672 -0.0034 -4.0765
C 1.8339 2.0289 1.1486
O 3.1556 3.5198 2.9458
O 4.4283 1.3950 2.1355
O -1.1974 -2.6567 -2.8414
H -2.6189 -4.1427 2.6013
H 2.7302 2.1679 0.5397
H 1.3359 2.9895 1.3035
H 6.8045 3.1779 3.8037
S -1.1820 -3.1114 -4.5112
H -4.2081 0.9860 2.8702
C 1.8893 -2.0022 -5.1230
P -7.5087 3.6749 1.0428
H -8.2147 6.3284 2.9144
C -7.3385 5.6803 2.8953
O -7.7509 4.3535 2.6070
C -3.6803 1.5247 2.0799
H -2.3153 -1.4578 -0.6932
H 5.6214 3.6478 2.5635
C 5.7684 3.4735 3.6305
H -4.2628 1.4951 1.1559
H 5.0306 -2.4501 2.4271
O -3.5200 -0.8931 0.9147
H 7.7353 -2.3942 -4.0685
C 2.1943 -2.3089 -0.8183
H 5.6952 -5.1664 1.4078
C 2.6468 4.3143 4.0073
O 1.3501 -0.9317 -4.6492
H 6.4423 -4.5586 -5.0887
H -6.6175 6.0579 2.1685
C 4.3455 -2.1675 1.6259
O -8.0306 5.0827 0.3513
O -2.3835 0.9978 1.8513
H 4.8749 -5.8713 -0.0179
H 1.9393 -1.6559 0.0168
C 5.7884 -5.3927 0.3423
```

Summary:
total charge = 0
Kohn-Sham gap = 5.89 eV
calculated total energy = -113418.954 eV
energy relative to the best compared isomer or geometry (same formula, charge and spin) = 311.9 kcal per mole
HOMO energy = -9.1 eV